# 1
C4H8ClNS | ωB97M-V with the def2-TZVPD basis set

Each line ends with the natural charge from an NBO analysis.
Cartesian coordinates (Å):
C1 -1.167 0.087 1.114  -0.223
C2 -0.844 1.538 0.742  -0.543
C3 0.448 -0.130 -0.606  0.213
C4 1.040 -1.037 -1.604  -0.675
N1 -0.305 -0.714 0.364  -0.576
S1 -0.226 1.366 -0.972  0.348
Cl1 2.313 0.753 0.613  -0.620
H1 -0.992 0.014 2.154  0.216
H2 -2.174 -0.211 0.831  0.190
H3 -1.659 2.188 1.009  0.249
H4 0.136 1.665 1.213  0.269
H5 1.998 -0.706 -2.022  0.269
H6 0.242 -1.129 -2.436  0.247
H7 1.261 -2.067 -1.068  0.232
H8 -0.071 -1.617 0.668  0.403

relative energy (zero: lowest compared OMol25 entry of this formula, charge and spin) = 0.3422 eV
frontier orbital gap = 8.9 eV
multiplicity = 1
HOMO level = -0.315 hartree
DFT total energy = -1070.31181 a.u.
LUMO level = 0.0129 Eh

=====

# 2
C4H8ClNS | ωB97M-V with the def2-TZVPD basis set

Each line ends with the natural charge from an NBO analysis.
Cartesian coordinates (Å):
C1 1.183 0.965 -2.175  -0.406
C2 -0.941 0.845 1.211  -0.620
C3 0.612 -0.909 -0.755  -0.033
C4 -0.654 -0.647 1.335  -0.232
N1 -0.389 -1.354 0.117  -0.565
S1 0.266 1.775 -3.210  0.025
Cl1 2.880 1.227 -1.886  -0.030
H1 -1.865 1.100 0.701  0.214
H2 -0.942 1.225 2.224  0.214
H3 -0.123 1.368 0.829  0.218
H4 1.448 -0.504 -0.362  0.185
H5 -1.076 -1.810 -0.388  0.391
H6 0.646 -1.471 -1.728  0.220
H7 0.316 -0.651 1.897  0.196
H8 -1.360 -1.158 2.189  0.222

relative energy (zero: lowest compared OMol25 entry of this formula, charge and spin) = 3.6378 eV
frontier orbital gap (alpha / beta) = 7.2 / 7.2 eV
multiplicity = 1
HOMO level (alpha / beta) = -0.262 / -0.262 hartree
DFT total energy = -1070.19069 a.u.
LUMO level (alpha / beta) = 0.0036 / 0.0033 Eh

=====

# 3
C4H8CsO2S | ωB97M-V with the def2-TZVPD basis set

Each line ends with the natural charge from an NBO analysis.
Cartesian coordinates (Å):
Cs1 -3.715 2.497 -1.602  0.997
C1 0.362 -0.992 1.101  -0.413
C2 1.324 0.173 0.876  -0.422
C3 1.053 0.785 -0.514  -0.630
S1 -0.408 -0.107 -1.203  2.142
O1 0.017 -1.233 -2.005  -0.903
O2 -1.335 0.855 -1.809  -1.041
C4 -0.966 -0.680 0.386  -0.665
H1 0.087 -1.236 2.129  0.242
H2 0.712 -1.944 0.701  0.238
H3 2.328 -0.215 1.034  0.248
H4 1.178 1.008 1.558  0.222
H5 1.800 0.699 -1.301  0.266
H6 0.693 1.809 -0.457  0.232
H7 -1.613 -1.542 0.230  0.266
H8 -1.518 0.123 0.877  0.220

relative energy (zero: lowest compared OMol25 entry of this formula, charge and spin) = 0.3677 eV
total charge = +1
frontier orbital gap = 10.0 eV
multiplicity = 1
HOMO level = -0.500 hartree
DFT total energy = -725.81569 a.u.
LUMO level = -0.1321 Eh

=====

# 4
C4H8F2 | ωB97M-V with the def2-TZVPD basis set

Each line ends with the natural charge from an NBO analysis.
Cartesian coordinates (Å):
C1 0.633 -0.411 1.961  -0.619
C2 -0.246 0.571 1.154  -0.438
C3 -0.850 0.117 -0.238  0.220
F1 -1.336 1.323 -0.987  -0.405
C4 0.533 -0.216 -1.264  0.036
F2 1.129 -1.326 -0.666  -0.386
H1 1.400 -0.843 1.241  0.246
H2 0.927 0.132 2.809  0.215
H3 -0.038 -1.286 2.376  0.200
H4 0.254 1.447 0.879  0.208
H5 -1.086 0.891 1.714  0.206
H6 -1.553 -0.684 -0.254  0.179
H7 1.285 0.582 -1.365  0.172
H8 0.264 -0.579 -2.196  0.165

relative energy (zero: lowest compared OMol25 entry of this formula, charge and spin) = 2.1418 eV
frontier orbital gap = 11.9 eV
multiplicity = 1
SMILES string = CC[C@@H](F)CF
HOMO level = -0.395 hartree
DFT total energy = -356.87482 a.u.
LUMO level = 0.0420 Eh

=====

# 5
C4H8F3NO | ωB97M-V with the def2-TZVPD basis set

Each line ends with the natural charge from an NBO analysis.
Cartesian coordinates (Å):
C1 1.451 1.641 -0.084  -0.609
C2 2.013 0.477 0.720  -0.534
C3 2.050 -0.795 -0.056  0.878
O1 1.639 -1.068 -1.125  -0.525
F1 2.661 -1.775 0.690  -0.361
H1 2.092 1.867 -0.932  0.215
H2 1.378 2.526 0.544  0.215
H3 0.461 1.403 -0.462  0.235
H4 3.026 0.687 1.074  0.242
H5 1.403 0.288 1.609  0.242
N1 -3.067 -1.414 -0.667  -0.854
C4 -2.332 -0.521 0.101  0.678
F2 -1.843 0.570 -0.604  -0.378
F3 -3.102 0.030 1.061  -0.338
H6 -3.863 -0.986 -1.119  0.383
H7 -2.505 -1.931 -1.328  0.388
H8 -1.462 -0.999 0.577  0.124

relative energy (zero: lowest compared OMol25 entry of this formula, charge and spin) = 0.0000 eV
frontier orbital gap = 11.8 eV
multiplicity = 1
SMILES string = CCC(=O)F.NC(F)F
HOMO level = -0.403 hartree
DFT total energy = -586.83577 a.u.
LUMO level = 0.0288 Eh

=====

# 6
C4H8F6NO6RbS2 | ωB97M-V with the def2-TZVPD basis set

Each line ends with the natural charge from an NBO analysis.
Cartesian coordinates (Å):
Rb1 -1.625 -1.898 0.620  0.975
C1 0.967 1.366 -2.211  0.759
F1 2.155 1.527 -1.695  -0.289
F2 0.057 1.998 -1.460  -0.327
F3 0.902 1.859 -3.424  -0.295
S1 0.477 -0.474 -2.176  2.155
O1 -0.965 -0.456 -2.334  -0.960
O2 1.184 -1.163 -3.225  -0.876
N1 0.878 -0.874 -0.581  -1.265
S2 2.201 -1.731 -0.696  2.213
O3 2.036 -3.079 -1.174  -0.938
O4 3.381 -1.054 -1.156  -0.911
C2 2.541 -2.085 1.142  0.735
F4 1.440 -2.494 1.797  -0.341
F5 3.510 -2.956 1.262  -0.290
F6 2.927 -0.935 1.740  -0.329
C3 0.475 1.658 2.030  -0.248
O5 0.076 0.311 1.824  -0.789
H1 -0.250 2.099 2.717  0.173
H2 1.442 1.702 2.543  0.172
H3 0.547 2.241 1.113  0.176
H4 0.398 0.018 0.953  0.495
C4 -4.336 0.779 0.716  -0.249
O6 -3.374 0.212 -0.172  -0.776
H5 -4.887 -0.055 1.151  0.173
H6 -3.848 1.359 1.501  0.177
H7 -5.044 1.415 0.185  0.183
H8 -3.266 0.709 -0.987  0.499

frontier orbital gap = 9.5 eV
multiplicity = 1
HOMO level = -0.371 hartree
DFT total energy = -2083.04911 a.u.
LUMO level = -0.0233 Eh

=====

# 7
C4H8FN | ωB97M-V with the def2-TZVPD basis set

Each line ends with the natural charge from an NBO analysis.
Cartesian coordinates (Å):
C1 -2.737 -0.811 1.313  -0.528
C2 -1.897 0.192 1.096  0.239
F1 -1.806 1.213 1.910  -0.332
H1 -3.368 -0.734 2.254  0.224
H2 -2.809 -1.562 0.503  0.226
H3 -1.136 0.246 0.249  0.166
C3 0.431 -0.520 -0.942  -0.105
N1 1.054 -1.101 -0.001  -0.384
C4 2.056 -0.473 0.793  -0.448
H4 -0.267 -1.113 -1.598  0.189
H5 0.511 0.607 -1.095  0.144
H6 2.249 0.616 0.600  0.172
H7 1.502 -0.474 1.829  0.216
H8 2.955 -1.091 0.777  0.222

relative energy (zero: lowest compared OMol25 entry of this formula, charge and spin) = 2.3408 eV
frontier orbital gap = 10.7 eV
multiplicity = 1
SMILES string = C=CF.C=NC
HOMO level = -0.357 hartree
DFT total energy = -311.73337 a.u.
LUMO level = 0.0377 Eh

=====

# 8
C4H8FN | ωB97M-V with the def2-TZVPD basis set

Each line ends with the natural charge from an NBO analysis.
Cartesian coordinates (Å):
C1 -1.346 0.109 -1.220  -0.635
C2 -0.468 -0.249 -0.065  0.321
F1 -0.636 -1.574 0.303  -0.359
C3 -0.181 0.691 1.072  -0.467
C4 0.913 0.272 0.137  -0.086
N1 1.982 -0.555 0.639  -0.802
H1 -2.421 0.001 -0.988  0.220
H2 -1.129 -0.522 -2.084  0.219
H3 -1.181 1.146 -1.535  0.219
H4 -0.583 1.714 1.042  0.223
H5 -0.184 0.259 2.074  0.229
H6 1.294 0.999 -0.539  0.202
H7 1.579 -1.206 1.292  0.360
H8 2.361 -1.083 -0.126  0.358

relative energy (zero: lowest compared OMol25 entry of this formula, charge and spin) = 0.6263 eV
frontier orbital gap = 10.1 eV
multiplicity = 1
SMILES string = C[C@]1(F)C[C@H]1N
HOMO level = -0.333 hartree
DFT total energy = -311.79637 a.u.
LUMO level = 0.0397 Eh

=====

# 9
C4H8FN | ωB97M-V with the def2-TZVPD basis set

Each line ends with the natural charge from an NBO analysis.
Cartesian coordinates (Å):
C1 0.416 1.501 -1.122  -0.654
C2 -1.054 1.321 -0.694  -0.151
C3 -1.529 0.457 0.248  -0.318
C4 0.846 -3.009 0.849  0.480
N1 0.950 -4.214 0.541  -0.639
F1 0.379 -2.053 0.031  -0.331
H1 0.508 1.039 -1.992  0.212
H2 0.630 2.603 -1.403  0.214
H3 -1.670 1.757 -1.486  0.163
H4 -2.542 0.250 0.545  0.173
H5 -0.888 0.047 1.075  0.155
H6 1.159 -2.791 1.828  0.151
H7 1.203 1.276 -0.459  0.209
H8 0.552 -4.299 -0.340  0.337

relative energy (zero: lowest compared OMol25 entry of this formula, charge and spin) = 1.5906 eV
frontier orbital gap (alpha / beta) = 6.4 / 9.7 eV
multiplicity = 3
HOMO level (alpha / beta) = -0.198 / -0.423 hartree
DFT total energy = -311.59612 a.u.
LUMO level (alpha / beta) = 0.0385 / -0.0651 Eh

=====

# 10
C4H8FN2 | ωB97M-V with the def2-TZVPD basis set

Each line ends with the natural charge from an NBO analysis.
Cartesian coordinates (Å):
C1 -3.390 -1.964 -0.011  -0.599
C2 -2.519 -1.636 -0.818  0.660
C3 -0.196 -0.150 0.226  0.435
C4 2.236 -0.543 0.414  -0.438
N1 0.877 -0.897 0.005  -0.593
N2 -0.228 1.076 0.623  -0.780
F1 -1.943 -1.614 -1.987  -0.231
H1 -4.445 -2.025 -0.385  0.304
H2 -3.262 -1.690 1.049  0.307
H3 2.232 -0.318 1.454  0.215
H4 2.833 -1.531 0.197  0.241
H5 2.579 0.309 -0.152  0.214
H6 0.842 -1.796 -0.469  0.429
H7 -1.095 1.519 1.043  0.440
H8 0.561 1.591 0.747  0.395

relative energy (zero: lowest compared OMol25 entry of this formula, charge and spin) = 5.8537 eV
total charge = +1
frontier orbital gap (alpha / beta) = 6.7 / 9.0 eV
multiplicity = 1
HOMO level (alpha / beta) = -0.464 / -0.505 hartree
DFT total energy = -366.13245 a.u.
LUMO level (alpha / beta) = -0.2182 / -0.1754 Eh

=====

# 11
C4H8FNO | ωB97M-V with the def2-TZVPD basis set

Each line ends with the natural charge from an NBO analysis.
Cartesian coordinates (Å):
H1 2.420 -2.270 1.304  0.371
N1 2.499 -1.877 0.391  -0.680
C1 2.367 -2.531 -0.643  0.482
F1 1.845 -3.764 -0.481  -0.349
H2 2.624 -2.135 -1.630  0.176
C2 -0.832 0.154 -1.066  -0.552
C3 -1.083 1.054 -0.153  0.369
C4 -0.635 1.101 1.348  -0.645
O1 -1.619 2.223 -0.554  -0.717
H3 -0.983 0.467 -2.016  0.189
H4 -0.498 -0.762 -0.791  0.198
H5 -0.990 0.098 1.857  0.212
H6 -1.077 1.879 1.787  0.221
H7 0.391 0.975 1.317  0.233
H8 -2.198 2.250 -1.326  0.490

relative energy (zero: lowest compared OMol25 entry of this formula, charge and spin) = 2.1522 eV
frontier orbital gap = 9.6 eV
multiplicity = 1
SMILES string = [H]/N=C\F.C=C(C)O
HOMO level = -0.320 hartree
DFT total energy = -386.98328 a.u.
LUMO level = 0.0339 Eh

=====

# 12
C4H8FNO | ωB97M-V with the def2-TZVPD basis set

Each line ends with the natural charge from an NBO analysis.
Cartesian coordinates (Å):
C1 1.063 0.793 -0.887  -0.241
C2 -0.425 1.068 -1.235  -0.114
C3 -0.485 -0.195 0.585  0.759
C4 -1.015 -1.298 1.379  -0.685
N1 0.898 -0.125 0.270  -0.637
O1 -1.124 0.045 -0.591  -0.483
F1 -0.696 1.218 1.515  -0.561
H1 1.617 0.179 -1.687  0.192
H2 1.745 1.665 -0.465  0.212
H3 -0.613 1.965 -0.650  0.218
H4 -0.421 1.023 -2.292  0.208
H5 -0.283 -2.208 1.351  0.241
H6 -2.038 -1.550 1.161  0.250
H7 -1.025 -1.001 2.415  0.256
H8 1.420 -0.019 1.074  0.386

relative energy (zero: lowest compared OMol25 entry of this formula, charge and spin) = 0.9497 eV
frontier orbital gap = 10.5 eV
multiplicity = 1
HOMO level = -0.349 hartree
DFT total energy = -387.02747 a.u.
LUMO level = 0.0368 Eh

=====

# 13
C4H8IN2 | ωB97M-V with the def2-TZVPD basis set

Each line ends with the natural charge from an NBO analysis.
Cartesian coordinates (Å):
C1 0.346 0.518 2.096  -0.381
N1 0.147 0.308 0.606  -0.325
C2 1.007 0.498 -0.375  0.324
N2 0.483 0.160 -1.504  -0.432
I1 2.023 -0.061 -3.267  0.412
C3 -0.817 -0.560 -1.444  -0.250
C4 -1.079 -0.314 0.038  -0.242
H1 1.290 0.815 2.258  0.220
H2 -0.360 1.151 2.627  0.237
H3 0.200 -0.512 2.428  0.219
H4 2.091 0.659 -0.319  0.259
H5 -0.700 -1.646 -1.570  0.226
H6 -1.418 -0.230 -2.368  0.262
H7 -1.794 0.444 0.227  0.229
H8 -1.420 -1.230 0.568  0.240

relative energy (zero: lowest compared OMol25 entry of this formula, charge and spin) = 2.2577 eV
total charge = +1
frontier orbital gap = 7.5 eV
multiplicity = 1
SMILES string = CN1C=[N+](I)CC1
HOMO level = -0.499 hartree
DFT total energy = -564.09654 a.u.
LUMO level = -0.2245 Eh

=====

# 14
C4H8INS | ωB97M-V with the def2-TZVPD basis set

Each line ends with the natural charge from an NBO analysis.
Cartesian coordinates (Å):
C1 0.511 0.851 -0.171  -0.138
C2 0.212 -0.167 -1.011  -0.397
C3 1.322 2.012 -0.606  -0.646
C4 -0.147 -2.158 1.030  -0.720
N1 -2.347 -0.464 0.731  -0.760
S1 -0.815 -1.575 -0.601  0.504
I1 -3.970 0.387 -0.003  0.336
H1 0.020 1.215 0.706  0.222
H2 0.838 -0.274 -1.919  0.222
H3 2.055 2.342 0.174  0.223
H4 1.931 1.742 -1.524  0.204
H5 0.608 2.835 -0.910  0.234
H6 1.018 -2.180 1.155  0.239
H7 -0.629 -3.077 1.141  0.224
H8 -0.605 -1.489 1.806  0.251

relative energy (zero: lowest compared OMol25 entry of this formula, charge and spin) = 4.9676 eV
frontier orbital gap (alpha / beta) = 7.2 / 7.2 eV
multiplicity = 1
HOMO level (alpha / beta) = -0.285 / -0.286 hartree
DFT total energy = -907.64675 a.u.
LUMO level (alpha / beta) = -0.0204 / -0.0221 Eh

=====

# 15
C4H8MgO3Ru | ωB97M-V with the def2-TZVPD basis set

Each line ends with the natural charge from an NBO analysis.
Cartesian coordinates (Å):
O1 -1.264 -2.315 -1.725  -1.278
Mg1 -0.890 -1.011 -3.062  1.906
Ru1 -0.766 -1.127 -0.193  1.698
O2 -0.107 0.040 -1.703  -1.036
O3 -0.327 0.757 0.883  -0.555
C1 0.110 0.026 2.062  -0.205
C2 0.682 1.376 0.097  -0.119
C3 -0.011 -1.429 1.755  -0.487
C4 0.222 1.353 -1.351  -0.113
H1 -0.534 0.361 2.896  0.255
H2 1.138 0.349 2.314  0.244
H3 1.617 0.797 0.186  0.203
H4 0.870 2.406 0.440  0.252
H5 -1.388 -3.273 -1.734  0.551
H6 -0.651 2.017 -1.481  0.208
H7 1.035 1.754 -1.980  0.230
H8 0.264 -2.080 2.596  0.247

relative energy (zero: lowest compared OMol25 entry of this formula, charge and spin) = 0.0000 eV
total charge = +2
frontier orbital gap (alpha / beta) = 5.6 / 7.4 eV
multiplicity = 7
HOMO level (alpha / beta) = -0.571 / -0.665 hartree
DFT total energy = -677.08606 a.u.
LUMO level (alpha / beta) = -0.3661 / -0.3916 Eh

=====

# 16
C4H8N | ωB97M-V with the def2-TZVPD basis set

Each line ends with the natural charge from an NBO analysis.
Cartesian coordinates (Å):
C1 -1.437 0.891 -2.347  -0.338
C2 -0.408 0.239 -1.871  -0.167
C3 -0.084 -0.092 -0.194  -0.130
C4 0.522 -0.825 0.815  -0.139
N1 0.211 -0.245 2.154  -0.707
H1 -2.290 1.241 -1.764  0.215
H2 -1.434 1.249 -3.407  0.249
H3 0.213 -0.283 -2.496  0.213
H4 -0.656 0.837 0.253  0.163
H5 0.955 -1.810 0.695  0.263
H6 -0.651 -0.764 2.614  0.449
H7 -0.138 0.708 2.017  0.463
H8 0.938 -0.460 2.886  0.465

relative energy (zero: lowest compared OMol25 entry of this formula, charge and spin) = 2.4687 eV
total charge = +1
frontier orbital gap = 10.0 eV
multiplicity = 1
SMILES string = C=C/C=C/[NH3+]
HOMO level = -0.513 hartree
DFT total energy = -211.58038 a.u.
LUMO level = -0.1452 Eh